11
Properties=species:S:1:pos:R:3:forces:R:3 method="wB97M-V/def2-TZVPD" lumo_ha=0.0219 fmax_ev_per_a=1.2 homo_energy_ev=-10.3 e_above_lowest_kcal_mol=57.3 total_charge=0 orbital_gap_ha=0.3987 smiles=N#C[C@@H]1C[C@@H]1O
H -1.813 -0.017 0.527 0.00 0.42 0.00
H 0.030 -0.268 1.801 -0.03 -0.79 -0.54
N 2.766 -0.439 0.326 -0.71 0.93 0.35
C -0.212 -0.794 -0.595 -0.18 -0.19 0.00
C 0.263 -0.082 0.749 0.11 -0.40 -0.05
H 0.491 -0.500 -1.381 -0.18 -0.26 0.31
O -1.214 1.523 -0.704 0.30 0.26 -0.17
C -0.955 0.338 -0.046 -0.11 -0.20 0.10
H -0.489 2.129 -0.529 -0.03 0.12 -0.08
C 1.685 -0.070 0.531 1.09 -0.02 -0.21
H -0.551 -1.820 -0.678 -0.26 0.14 0.30